ORCA calculation (the ωB97M-V functional and the def2-TZVPD basis) on a 10-piece molecular cluster, C26H72N2O10 overall in a non-equilibrium geometry.

- lowest unoccupied orbital energy (Ha) = -0.0010
- SMILES = NC(N)=O.CC(C)O.CC(C)O.CC(C)O.CC(C)O.CC(C)O.CC(C)O.CC(C)O.CC(C)O.CO
- energy relative to the best compared isomer or geometry (same formula, charge and spin) (eV) = 5.843

Structure (ORCA input):
```
! RIJCOSX wB97M-V def2-TZVPD def2/J DEFGRID3
* xyz 0 1
N 14.949 18.479 -25.860
C 15.792 18.994 -26.616
N 16.996 18.904 -26.103
O 15.498 19.405 -27.893
H 14.053 18.409 -26.189
H 15.063 18.577 -24.819
H 17.696 19.453 -26.503
H 17.161 18.305 -25.312
C 21.001 15.781 -20.100
C 19.668 16.431 -20.285
C 19.811 17.887 -20.632
O 19.039 15.951 -21.249
H 21.028 14.855 -19.557
H 21.585 16.555 -19.579
H 21.618 15.584 -20.972
H 19.056 16.395 -19.339
H 20.365 18.517 -19.974
H 18.803 18.329 -20.878
H 20.399 17.921 -21.544
H 18.090 16.096 -21.148
C 14.306 16.239 -20.493
C 15.556 16.873 -20.965
C 16.224 17.598 -19.779
O 16.343 16.183 -21.577
H 14.406 15.564 -19.693
H 13.956 15.660 -21.226
H 13.384 16.838 -20.286
H 15.305 17.582 -21.804
H 16.937 18.264 -20.246
H 16.695 16.962 -19.020
H 15.545 18.197 -19.195
H 16.099 16.106 -22.488
C 12.932 18.929 -23.273
C 14.053 19.822 -22.888
C 14.146 19.937 -21.362
O 15.162 19.470 -23.366
H 13.286 17.893 -23.157
H 12.659 18.993 -24.279
H 12.095 19.037 -22.647
H 13.938 20.803 -23.261
H 13.915 18.961 -20.863
H 13.349 20.542 -20.938
H 15.198 20.281 -21.009
H 15.820 19.961 -22.859
C 17.596 22.108 -22.491
C 18.029 20.707 -22.923
C 19.501 20.520 -22.966
O 17.523 19.780 -22.269
H 17.837 22.927 -23.145
H 18.039 22.326 -21.515
H 16.592 22.279 -22.202
H 17.614 20.442 -23.903
H 19.734 19.675 -23.622
H 19.891 20.415 -21.980
H 20.092 21.363 -23.380
H 17.390 18.963 -22.721
C 18.708 20.875 -19.167
C 18.669 20.479 -17.679
C 18.215 19.045 -17.470
O 19.755 20.396 -17.061
H 17.779 20.545 -19.708
H 19.616 20.635 -19.759
H 18.699 21.914 -19.132
H 17.938 21.078 -17.148
H 17.253 18.924 -17.793
H 18.014 18.903 -16.430
H 18.928 18.385 -17.822
H 19.782 21.210 -16.562
C 14.500 23.549 -21.212
C 14.367 23.492 -19.710
C 15.383 22.512 -19.177
O 14.558 24.585 -19.175
H 13.822 24.059 -21.791
H 14.446 22.553 -21.616
H 15.425 23.925 -21.528
H 13.422 23.141 -19.405
H 15.099 21.468 -19.317
H 15.397 22.670 -18.031
H 16.380 22.655 -19.638
H 14.097 24.602 -18.359
C 22.798 19.691 -21.643
C 23.362 19.042 -20.408
C 24.356 17.933 -20.670
O 23.981 19.837 -19.590
H 23.613 19.956 -22.343
H 22.041 20.414 -21.442
H 22.220 18.948 -22.101
H 22.595 18.596 -19.773
H 24.903 17.678 -19.741
H 25.060 18.162 -21.518
H 23.762 17.046 -20.926
H 23.310 20.469 -19.333
C 14.757 23.428 -24.503
C 13.412 22.996 -25.139
C 13.603 21.839 -26.097
O 12.562 22.579 -24.299
H 15.627 23.610 -25.185
H 15.096 22.659 -23.765
H 14.630 24.411 -23.887
H 12.862 23.756 -25.675
H 12.695 21.459 -26.530
H 13.774 20.922 -25.574
H 14.362 22.040 -26.832
H 12.265 23.272 -23.708
C 18.755 16.763 -24.247
O 17.428 17.368 -24.000
H 19.108 16.915 -25.255
H 18.754 15.703 -24.206
H 19.530 17.102 -23.524
H 16.788 16.670 -24.282
*
```

ORCA calculation (the ωB97M-V functional and the def2-TZVPD basis) on C16H43N5O6SSi2 as an isolated structure in a non-equilibrium geometry.

- lowest unoccupied orbital energy (Ha) = 0.0206
- energy relative to the best compared isomer or geometry (same formula, charge and spin) (eV) = 1.237

Structure (ORCA input):
```
! RIJCOSX wB97M-V def2-TZVPD def2/J DEFGRID3
* xyz 0 1
C -1.718 -0.029 -2.480
Si -2.221 1.724 -3.132
O -3.762 1.775 -3.977
Si -5.132 1.713 -2.878
S -5.486 -0.308 -2.078
H -1.035 0.151 -1.534
H -2.621 -0.684 -2.126
H -1.147 -0.608 -3.331
H -1.169 2.097 -4.113
H -2.129 2.743 -2.056
H -5.018 2.651 -1.731
H -6.340 1.997 -3.695
H -5.446 -1.107 -3.255
C 1.418 0.020 -0.126
O 0.913 0.401 -1.174
N 2.363 -0.977 -0.009
C 2.913 -1.370 1.271
C 2.819 -1.655 -1.205
H 1.142 0.469 0.843
H 3.996 -1.217 1.252
H 2.694 -2.428 1.441
H 2.482 -0.779 2.084
H 3.258 -0.919 -1.885
H 1.962 -2.124 -1.698
H 3.564 -2.416 -0.956
C 4.507 2.961 1.738
O 4.119 1.827 1.989
N 4.561 3.528 0.483
C 5.034 4.880 0.269
C 4.130 2.749 -0.659
H 4.857 3.639 2.535
H 4.234 5.466 -0.192
H 5.899 4.850 -0.399
H 5.325 5.350 1.212
H 3.085 2.457 -0.517
H 4.743 1.844 -0.724
H 4.229 3.328 -1.581
C 5.870 -4.502 -0.649
O 4.719 -4.681 -1.027
N 6.328 -4.689 0.638
C 7.709 -4.456 1.005
C 5.399 -5.134 1.656
H 6.658 -4.164 -1.343
H 8.134 -5.386 1.394
H 7.743 -3.685 1.780
H 8.296 -4.126 0.144
H 4.976 -6.097 1.356
H 4.588 -4.404 1.740
H 5.903 -5.237 2.620
C 1.846 -1.709 5.116
O 2.535 -1.270 4.204
N 0.500 -1.466 5.290
C -0.246 -2.024 6.399
C -0.191 -0.626 4.334
H 2.272 -2.359 5.899
H -1.054 -2.646 6.003
H -0.667 -1.206 6.989
H 0.396 -2.635 7.039
H -0.103 -1.073 3.339
H 0.282 0.360 4.320
H -1.246 -0.525 4.601
C -11.452 2.802 -2.617
O -12.047 3.861 -2.461
N -10.263 2.645 -3.297
C -9.621 1.355 -3.438
C -9.635 3.807 -3.891
H -11.843 1.856 -2.206
H -8.626 1.404 -2.986
H -9.531 1.119 -4.502
H -10.201 0.570 -2.944
H -9.425 4.539 -3.105
H -10.325 4.255 -4.613
H -8.705 3.529 -4.394
*
```

ORCA calculation (the ωB97M-V functional and the def2-TZVPD basis) on a single CH2NO2P molecule in a non-equilibrium geometry.

- lowest unoccupied orbital energy (Ha) = -0.0912
- energy relative to the best compared isomer or geometry (same formula, charge and spin) (eV) = 3.978

Structure (ORCA input):
```
! RIJCOSX wB97M-V def2-TZVPD def2/J DEFGRID3
* xyz 0 1
C -0.977 -0.006 0.012
N 0.108 -0.798 0.439
O 2.587 -0.028 0.286
O -0.038 1.036 0.143
P 1.439 -0.120 -0.587
H -1.318 -0.151 -1.016
H -1.801 0.066 0.722
*
```

ORCA calculation (the ωB97M-V functional and the def2-TZVPD basis) on a 2-piece molecular cluster, C4H9O3 overall.

- lowest unoccupied orbital energy (Ha) = 0.1234
- energy relative to the best compared isomer or geometry (same formula, charge and spin) (eV) = 1.059

Structure (ORCA input):
```
! RIJCOSX wB97M-V def2-TZVPD def2/J DEFGRID3
* xyz -1 1
C -1.317 -1.351 -0.947
C -1.013 -1.291 0.537
C -1.776 0.001 -1.544
O -1.490 1.040 -0.899
O -2.371 -0.074 -2.645
H -0.491 -1.745 -1.551
H -2.099 -2.076 -1.190
H -0.398 -2.094 0.918
H -1.917 -1.440 1.132
H -0.669 -0.287 0.755
C 2.186 1.675 0.581
O 3.034 1.143 1.587
H 2.458 0.966 2.346
H 1.557 2.472 0.922
H 2.791 2.153 -0.191
H 1.516 0.906 0.189
*
```

ORCA calculation (the ωB97M-V functional and the def2-TZVPD basis) on a single C3H5NO2 molecule.

- lowest unoccupied orbital energy (Ha) = 0.0336
- SMILES = O=C1NC[C@@H]1O
- energy relative to the best compared isomer or geometry (same formula, charge and spin) (eV) = 1.282

Structure (ORCA input):
```
! RIJCOSX wB97M-V def2-TZVPD def2/J DEFGRID3
* xyz 0 1
O 0.172 2.153 -0.495
C 0.361 0.971 -0.321
N 0.659 -0.065 -1.158
C 0.139 -1.086 -0.236
C 0.034 0.030 0.843
O -1.225 0.316 1.385
H 0.646 -0.026 -2.170
H 0.842 -1.907 -0.056
H -0.875 -1.438 -0.431
H 0.769 -0.102 1.639
H -1.522 1.156 1.000
*
```

ORCA calculation (the ωB97M-V functional and the def2-TZVPD basis) on C25H20AsF3I2N2O2RuS2 as an isolated structure in a non-equilibrium geometry.

- lowest unoccupied orbital energy (spin up / spin down) (Ha) = -0.2575 / -0.3185
- energy relative to the best compared isomer or geometry (same formula, charge and spin) (eV) = 0.286

Structure (ORCA input):
```
! RIJCOSX wB97M-V def2-TZVPD def2/J DEFGRID3
* xyz 2 5
Ru -0.117 0.448 0.465
S 2.043 -0.124 -0.061
C 3.093 1.243 -0.253
C 4.419 1.023 -0.644
C 5.258 2.110 -0.809
C 4.791 3.403 -0.588
C 3.476 3.621 -0.180
C 2.631 2.542 -0.003
As 0.833 2.656 0.682
C 0.197 4.400 0.201
C -0.295 5.269 1.169
C -0.643 6.557 0.796
C -0.517 6.962 -0.526
C -0.040 6.082 -1.490
C 0.315 4.793 -1.132
C 0.996 2.560 2.607
C 2.245 2.470 3.216
C 2.319 2.380 4.596
C 1.157 2.376 5.357
C -0.087 2.458 4.746
C -0.176 2.536 3.365
H 4.770 0.016 -0.824
H 6.281 1.948 -1.121
H 5.456 4.245 -0.726
H 3.106 4.620 0.012
H -0.392 4.947 2.197
H -1.011 7.246 1.544
H -0.795 7.968 -0.808
H 0.053 6.398 -2.520
H 0.680 4.097 -1.878
H 3.149 2.499 2.621
H 3.283 2.321 5.083
H 1.221 2.300 6.435
H -0.988 2.467 5.345
H -1.143 2.584 2.877
I -1.229 -1.204 -1.475
C -0.404 -3.193 -1.826
I 1.215 -3.845 -0.617
H -0.091 -3.217 -2.863
H -1.224 -3.880 -1.656
F -4.586 3.088 -0.947
C -3.663 3.045 -0.008
F -3.031 4.225 0.043
F -4.258 2.834 1.181
C -2.616 1.920 -0.261
O -2.686 1.240 -1.268
O -1.766 1.846 0.695
S 0.411 -1.172 2.478
C -1.253 -1.430 2.603
N -1.764 -2.486 3.291
C -3.095 -2.696 3.385
C -3.954 -1.814 2.798
C -3.385 -0.721 2.127
N -2.080 -0.552 2.023
H -1.111 -3.119 3.738
H -3.423 -3.568 3.934
H -5.024 -1.941 2.854
H -4.012 0.044 1.682
*
```

Electronic energy per entry: -1895.2886; -2337.8830; -585.7682; -383.5676; -322.5272; -5246.1207 Eh